[1]
The ion C5H11N with charge -1 at a distorted geometry, computed with ωB97M-V/def2-TZVPD.

Output
Maximum force (eV Å⁻¹): 2.4
Gap between HOMO and LUMO (alpha / beta) (eV): 2.7 / 7.8
Expectation value of S²: 0.75
Relative energy (zero: lowest compared OMol25 entry of this formula, charge and spin) (kcal per mole): 13.76

Structure (ORCA input):
```
! wB97M-V def2-TZVPD RIJCOSX def2/J DEFGRID3
* xyz -1 2
C 1.461 -0.495 -1.831
N 0.134 -0.204 -1.416
C -0.391 -0.050 -0.153
C 0.424 -0.239 0.912
C 0.119 0.180 2.321
C -1.771 0.470 -0.164
H 1.960 -1.383 -1.413
H 2.191 0.298 -1.568
H 1.480 -0.572 -2.930
H -0.538 -0.264 -2.166
H 1.465 -0.525 0.784
H 0.970 0.661 2.813
H -0.218 -0.586 3.037
H -0.713 0.890 2.327
H -2.136 0.975 0.725
H -1.910 1.185 -0.975
H -2.528 -0.341 -0.302
*
```

Results of the Mulliken charge analysis, in e, for atoms 1 through 2: C -3.296; N 0.428

***

[2]
The molecule C5H11N, computed with ωB97M-V/def2-TZVPD.

Output
SMILES: CN(C)C1CC1
Maximum force (eV Å⁻¹): 0.8
Gap between HOMO and LUMO (eV): 9.8
Relative energy (zero: lowest compared OMol25 entry of this formula, charge and spin) (kcal per mole): 29.36

Structure (ORCA input):
```
! wB97M-V def2-TZVPD RIJCOSX def2/J DEFGRID3
* xyz 0 1
C 1.396 1.204 -0.062
N 0.603 -0.003 -0.291
C 1.389 -1.194 -0.041
C -0.632 -0.024 0.418
C -1.785 -0.746 -0.206
C -1.795 0.745 -0.142
H 0.788 2.082 -0.303
H 1.739 1.271 0.975
H 2.262 1.193 -0.727
H 2.240 -1.267 -0.732
H 0.740 -2.082 -0.178
H 1.807 -1.217 0.991
H -0.575 -0.031 1.519
H -2.457 -1.269 0.448
H -1.599 -1.203 -1.174
H -1.646 1.319 -1.062
H -2.474 1.221 0.566
*
```

Results of the Mulliken charge analysis, in e, for atoms 1 through 2: C -0.986; N -0.108

***

[3]
The molecule C5H11N at a distorted geometry, computed with ωB97M-V/def2-TZVPD.

Output
SMILES: C/C=C/CNC
Maximum force (eV Å⁻¹): 2.8
Gap between HOMO and LUMO (eV): 9.6
Relative energy (zero: lowest compared OMol25 entry of this formula, charge and spin) (kcal per mole): 38.95

Structure (ORCA input):
```
! wB97M-V def2-TZVPD RIJCOSX def2/J DEFGRID3
* xyz 0 1
C -0.035 -0.415 -2.956
C 0.438 0.311 -1.698
C 0.394 -0.471 -0.612
C 0.669 0.080 0.819
N -0.596 0.437 1.405
C -0.706 0.111 2.805
H 0.511 -0.097 -3.844
H -1.049 -0.080 -3.268
H -0.114 -1.495 -2.894
H 0.852 1.304 -1.813
H 0.304 -1.535 -0.784
H 1.482 0.805 0.722
H 1.114 -0.695 1.455
H -1.430 0.313 0.866
H -0.561 -0.987 2.977
H -1.723 0.356 3.124
H -0.014 0.753 3.368
*
```

Results of the Mulliken charge analysis, in e, for atoms 1 through 2: C -1.095; C 0.097

***

[4]
A cluster of 2 separate species, C5H11N in total at a distorted geometry, computed with ωB97M-V/def2-TZVPD.

Output
SMILES: C=CC.C=NC
Maximum force (eV Å⁻¹): 2.5
Gap between HOMO and LUMO (eV): 10.1
Relative energy (zero: lowest compared OMol25 entry of this formula, charge and spin) (kcal per mole): 66.67

Structure (ORCA input):
```
! wB97M-V def2-TZVPD RIJCOSX def2/J DEFGRID3
* xyz 0 1
C 0.499 0.164 -2.211
C 1.606 -0.297 -1.621
C 2.012 -1.647 -1.068
H 0.382 1.221 -2.416
H -0.442 -0.390 -2.259
H 2.450 0.382 -1.771
H 1.765 -2.326 -1.897
H 3.072 -1.734 -0.870
H 1.312 -2.025 -0.328
C -2.639 0.356 1.209
N -2.297 1.041 2.226
C -0.870 1.216 2.389
H -3.499 0.748 0.662
H -2.003 -0.410 0.769
H -0.320 0.318 2.028
H -0.590 1.409 3.439
H -0.439 1.974 1.720
*
```

Results of the Mulliken charge analysis, in e, for atoms 1 through 2: C -0.736; C 0.058

***

[5]
A cluster of 2 separate species, C5H11N in total, computed with ωB97M-V/def2-TZVPD.

Output
Maximum force (eV Å⁻¹): 0.4
Gap between HOMO and LUMO (eV): 8.3
Relative energy (zero: lowest compared OMol25 entry of this formula, charge and spin) (kcal per mole): 93.69

Structure (ORCA input):
```
! wB97M-V def2-TZVPD RIJCOSX def2/J DEFGRID3
* xyz 0 1
C -2.239 0.555 1.219
C -0.849 -0.656 -1.341
N 0.064 -0.611 -0.425
C 0.609 -0.938 0.745
C 1.143 0.253 0.055
C 2.461 0.276 -0.684
H -3.086 -0.115 1.019
H -2.369 1.063 2.182
H -2.156 1.290 0.408
H -1.551 -1.481 -1.343
H -0.960 0.184 -2.015
H -1.318 -0.037 1.280
H 1.010 -1.885 1.075
H 0.786 1.238 0.383
H 3.216 0.681 0.002
H 2.446 0.908 -1.578
H 2.771 -0.738 -0.958
*
```

Results of the Mulliken charge analysis, in e, for atoms 1 through 2: C -0.860; C -0.566

***

[6]
A cluster of 3 separate species, C5H11N in total, computed with ωB97M-V/def2-TZVPD.

Output
Maximum force (eV Å⁻¹): 0.9
Gap between HOMO and LUMO (eV): 9.2
Relative energy (zero: lowest compared OMol25 entry of this formula, charge and spin) (kcal per mole): 82.23

Structure (ORCA input):
```
! wB97M-V def2-TZVPD RIJCOSX def2/J DEFGRID3
* xyz 0 1
C 0.845 0.033 -0.020
C 1.574 1.244 0.507
C 1.655 -1.230 -0.179
C -2.879 -0.168 0.266
C -1.488 0.012 -0.223
N -0.428 -0.125 0.399
H -0.687 0.422 -1.581
H 0.254 0.434 -1.537
H 0.931 2.124 0.480
H 2.462 1.433 -0.097
H 1.902 1.093 1.542
H 2.542 -1.027 -0.781
H 1.991 -1.613 0.790
H 1.066 -2.008 -0.666
H -3.380 -0.924 -0.343
H -2.927 -0.462 1.317
H -3.433 0.763 0.126
*
```

Results of the Mulliken charge analysis, in e, for atoms 1 through 2: C 0.591; C -1.271

***

[7]
The molecule C5H11N at a distorted geometry, computed with ωB97M-V/def2-TZVPD.

Output
SMILES: C=C[C@H](C)CN
Maximum force (eV Å⁻¹): 3.7
Gap between HOMO and LUMO (eV): 9.8
Relative energy (zero: lowest compared OMol25 entry of this formula, charge and spin) (kcal per mole): 58.35

Structure (ORCA input):
```
! wB97M-V def2-TZVPD RIJCOSX def2/J DEFGRID3
* xyz 0 1
C -1.498 -1.484 -0.189
C -0.449 -1.054 0.495
C 0.559 -0.164 -0.105
C 2.085 -0.533 -0.174
C 0.329 1.365 0.342
N -1.023 1.673 -0.246
H -1.608 -1.575 -1.311
H -2.190 -1.964 0.466
H -0.353 -1.132 1.503
H 0.274 -0.120 -1.173
H 2.333 -0.761 0.826
H 2.220 -1.579 -0.624
H 2.545 0.220 -0.830
H 0.937 2.255 -0.025
H 0.087 1.460 1.426
H -1.456 1.295 -1.136
H -1.782 1.411 0.391
*
```

Results of the Mulliken charge analysis, in e, for atoms 1 through 2: C -0.740; C -0.398

***

[8]
A cluster of 2 separate species, C5H11N in total at a distorted geometry, computed with ωB97M-V/def2-TZVPD.

Output
Maximum force (eV Å⁻¹): 4.1
Gap between HOMO and LUMO (eV): 7.6
Relative energy (zero: lowest compared OMol25 entry of this formula, charge and spin) (kcal per mole): 120.62

Structure (ORCA input):
```
! wB97M-V def2-TZVPD RIJCOSX def2/J DEFGRID3
* xyz 0 1
C -0.443 -1.648 0.864
C -1.356 -0.469 0.391
C -0.738 0.370 -0.741
C 0.118 1.547 -0.334
C 1.404 1.641 -0.897
N 2.130 0.514 -0.899
H 0.377 -1.226 1.440
H -1.003 -2.330 1.525
H -0.220 -2.163 -0.073
H -1.636 0.177 1.234
H -2.296 -0.900 0.046
H -1.597 0.708 -1.329
H -0.224 -0.285 -1.473
H -0.459 2.375 0.057
H 0.714 0.920 1.330
H 2.143 0.067 0.028
H 3.086 0.702 -1.172
*
```

Results of the Mulliken charge analysis, in e, for atoms 1 through 2: C -0.986; C -0.692

***

Question: Which formula does entry 8 have?
Answer: C5H11N